Formula: CH2N4
Source: OMol25
Level of theory: ωB97M-V/def2-TZVPD

As for the HOMO energy: -9.771 eV. The energy above the lowest of the compared OMol25 structures with the same formula, charge and spin comes out at 362.6 kJ/mol. As for the HOMO-LUMO gap: 9.647 eV. The calculation puts the LUMO energy at -0.0046 Ha. As for the calculated total energy: -258.2076 hartree.

Cartesian coordinates (Å):
H -2.66812 -0.76698 0.00791
N -1.84411 -0.16147 0.00928
N -0.83519 -0.79969 0.02436
N 0.51106 0.28500 0.12575
C 1.78414 0.12308 -0.01496
N 2.93425 0.12676 -0.06138
H 0.11797 1.19329 -0.09097

Atomic forces in eV per Å
H 0.1 -0.4 -0.1
N 1.2 0.8 0.1
N 1.8 0.6 0.1
N -4.6 -0.2 0.2
C 0.6 -0.5 -0.1
N 0.9 -0.3 -0.2
H 0.1 0.0 0.0

***

Formula: C39H34MnN7O5S2
Source: OMol25
Level of theory: ωB97M-V/def2-TZVPD

As for the HOMO energy (alpha / beta): -4.726 / -4.553 eV. The spin multiplicity is 2. The energy above the lowest of the compared OMol25 structures with the same formula, charge and spin comes out at 107.4 kJ/mol. Its net charge is -1. As for the HOMO-LUMO gap (alpha / beta): 6.616 / 6.427 eV. The calculation puts the LUMO energy (alpha / beta) at 0.0695 / 0.0689 Ha. As for the calculated total energy: -4213.5294 hartree.

Cartesian coordinates (Å):
Mn 0.23125 0.01719 -0.20944
S 0.82284 -0.58017 2.35104
C 2.25001 0.38365 2.19206
N 2.76751 1.11736 3.13045
N 2.09186 1.05758 4.27929
C 2.21608 2.05593 5.24081
C 3.16795 3.07452 5.13686
C 3.20698 4.08385 6.09170
C 2.31562 4.10165 7.15713
C 1.38944 3.07165 7.26984
C 1.34013 2.05367 6.32884
N 2.96254 0.47330 0.99553
N 2.39135 0.07861 0.00583
C 3.20559 0.14189 -1.17714
C 2.65602 -0.33964 -2.35940
C 3.38456 -0.31590 -3.54273
C 4.67392 0.19096 -3.56108
C 5.22415 0.68293 -2.37936
C 4.50239 0.65798 -1.19627
H 1.30547 0.41805 4.30599
H 3.84544 3.06262 4.29414
H 3.94076 4.87666 5.98993
H 2.33605 4.90762 7.87988
H 0.68228 3.06798 8.09214
H 0.60057 1.26211 6.41274
H 1.65078 -0.73389 -2.34217
H 2.93191 -0.68747 -4.45670
H 5.24349 0.21161 -4.48386
H 6.22235 1.10728 -2.38709
H 4.92030 1.03614 -0.27390
O -0.33892 0.09769 -2.08713
C -0.28846 1.03058 -3.01113
C -0.48428 0.67433 -4.35982
C -0.43380 1.60890 -5.37483
C -0.16950 2.94928 -5.08861
C 0.00912 3.31725 -3.77065
C -0.05836 2.38970 -2.72758
C 0.17056 2.81325 -1.34642
N 0.48385 2.05761 -0.31706
C 0.74602 2.90302 0.74711
C 0.55872 4.18467 0.36117
N 0.18865 4.11077 -0.96604
H -0.68363 -0.37242 -4.56900
H -0.59048 1.30029 -6.40228
H -0.09132 3.68218 -5.88047
H 0.24034 4.35596 -3.55291
H 1.11088 2.53636 1.69197
H 0.63604 5.11268 0.90351
H -0.06943 4.87842 -1.55080
O -5.74144 2.08532 0.77263
S -5.02833 1.13437 1.58694
O -5.82562 0.19248 2.33331
N -3.87191 0.39084 0.74426
C -2.65265 0.69559 1.19021
O -1.59606 0.29461 0.65933
C -2.65882 1.60371 2.39558
C -1.59673 2.06411 3.15075
C -1.85426 2.97912 4.16909
C -3.15834 3.40691 4.43239
C -4.23190 2.89684 3.70913
C -3.94836 1.99676 2.69852
H -0.60156 1.68280 2.96139
H -1.03331 3.37040 4.76467
H -3.33359 4.12989 5.22237
H -5.25310 3.20101 3.91465
C -0.54493 -8.30265 -1.50502
C -0.49688 -6.80188 -1.39581
C -0.84721 -5.99059 -2.46940
C -0.82158 -4.61108 -2.37094
C -1.18371 -3.78223 -3.58827
C -0.42548 -4.01214 -1.15767
C -0.49844 -2.55153 -1.12087
O 0.09939 -1.83869 -0.35022
C -0.04635 -4.81556 -0.05858
C 0.38651 -4.28486 1.29134
C -0.10223 -6.19770 -0.21138
H -0.85903 -8.62148 -2.49970
H -1.24502 -8.71744 -0.77604
H 0.43579 -8.73644 -1.29764
H -1.14687 -6.44776 -3.40935
H -1.35957 -4.43113 -4.44527
H -0.38515 -3.08472 -3.84846
H -2.08961 -3.19492 -3.42035
H -1.13154 -2.05647 -1.85446
H 0.27193 -3.21665 1.40523
H 1.44497 -4.50847 1.45584
H -0.18513 -4.78071 2.08078
H 0.17479 -6.82238 0.63750

Atomic forces in eV per Å
Mn 0.3 1.6 1.1
S 0.1 0.1 -0.7
C -0.4 -0.2 0.7
N 0.2 0.0 -0.5
N 0.2 0.5 1.0
C 0.0 -0.2 -0.3
C 0.0 0.1 0.0
C 0.0 -0.1 -0.1
C 0.0 0.0 0.0
C -0.1 -0.1 -0.1
C -0.1 0.0 0.1
N 1.4 0.6 1.9
N -1.0 -0.5 -2.7
C 0.2 0.0 -0.7
C 0.1 -0.1 0.1
C 0.0 0.0 -0.1
C 0.0 0.1 0.2
C 0.0 0.0 0.0
C -0.1 0.0 0.2
H -0.3 0.0 0.0
H 0.0 0.1 0.0
H 0.0 0.0 0.0
H 0.0 0.0 0.0
H 0.0 0.0 0.0
H 0.0 0.1 0.0
H 0.0 0.0 -0.1
H 0.0 0.0 0.1
H 0.0 0.0 0.1
H 0.0 -0.1 0.0
H 0.0 0.0 0.0
O 0.1 0.3 -0.7
C -0.1 -0.6 0.6
C -0.1 0.0 -0.3
C 0.1 -0.1 0.1
C 0.0 -0.1 0.0
C 0.1 0.1 0.0
C 0.1 0.2 0.2
C 0.0 0.1 -0.2
N 0.0 -0.1 0.7
C 0.1 -0.2 -0.1
C -0.1 0.1 -0.1
N 0.0 0.3 0.1
H 0.0 0.1 0.0
H 0.0 0.0 0.0
H 0.0 0.0 0.0
H 0.0 0.0 0.0
H -0.2 0.0 0.0
H 0.0 -0.1 -0.1
H 0.0 0.2 -0.1
O -0.1 0.1 0.0
S 0.1 -0.2 -0.1
O -0.1 0.0 0.1
N 0.3 0.1 0.1
C -0.2 -0.4 -0.6
O -0.3 0.1 0.1
C -0.1 0.1 0.0
C 0.1 0.1 0.1
C -0.1 0.0 0.0
C 0.1 -0.1 0.0
C 0.0 0.0 -0.1
C 0.1 0.1 0.1
H 0.0 0.1 0.0
H -0.1 -0.1 -0.1
H 0.0 -0.1 0.0
H 0.1 0.0 0.0
C 0.0 0.0 0.0
C 0.0 0.0 0.0
C 0.0 -0.1 -0.1
C 0.0 0.1 -0.1
C 0.0 -0.1 0.2
C 0.0 -0.3 0.1
C -0.6 -0.3 -0.6
O 0.6 -1.4 1.0
C -0.1 0.1 0.0
C -0.1 -0.1 -0.1
C 0.1 0.0 0.1
H 0.0 0.0 0.0
H 0.0 0.0 0.0
H 0.0 0.0 0.0
H 0.0 0.0 0.1
H 0.0 0.0 0.0
H 0.0 0.0 0.0
H 0.0 0.0 0.0
H -0.2 0.0 -0.2
H 0.0 0.1 0.0
H -0.1 0.0 0.0
H 0.1 0.0 -0.1
H 0.0 0.1 -0.1

***

Formula: C6H4O
Source: OMol25
Level of theory: ωB97M-V/def2-TZVPD

As for the HOMO energy: -9.471 eV. The energy above the lowest of the compared OMol25 structures with the same formula, charge and spin comes out at 324.5 kJ/mol. As for the HOMO-LUMO gap: 10.254 eV. The calculation puts the LUMO energy at 0.0288 Ha. As for the calculated total energy: -306.0879 hartree.

Cartesian coordinates (Å):
C -2.13342 2.07678 -2.38802
C -1.47593 1.63463 -1.48178
C -0.75569 0.96323 -0.51927
C -0.18488 0.20493 0.22683
C 0.36763 -0.97856 0.83620
C 1.74319 -1.09470 1.32169
O 0.65020 -1.02531 2.22239
H -2.72939 2.39946 -3.21044
H -0.09973 -1.87974 0.44572
H 2.40334 -0.23082 1.32200
H 2.21468 -2.06990 1.22467

Atomic forces in eV per Å
C 0.1 -0.1 0.2
C -0.2 0.2 -0.3
C 0.2 -0.4 0.2
C -0.3 0.3 -0.4
C -0.1 -0.1 -0.2
C 0.3 0.0 -0.1
O 0.0 0.0 0.2
H 0.1 0.1 0.1
H 0.0 0.0 0.1
H -0.1 -0.1 -0.1
H 0.0 0.1 0.1